[1]
Formula: C19H23CaCl5NP
Source: the Open Molecules 2025 dataset
Level of theory: ωB97M-V with the def2-TZVPD basis set

Properties
Net charge: 0
Total energy: -111903.360 eV

Geometry as XYZ:
```
50
C19H23CaCl5NP | the Open Molecules 2025 dataset | ωB97M-V with the def2-TZVPD basis set
C 1.04 2.71 -2.60
C -0.24 2.25 -2.29
C -0.44 1.22 -1.34
C 0.67 0.68 -0.73
C 1.95 1.17 -0.96
C 2.13 2.19 -1.90
C -1.84 0.73 -1.01
C -1.95 -0.77 -0.65
N -2.14 -1.61 -1.80
Ca 0.26 -0.49 1.50
C 3.10 0.49 -0.20
P 2.58 -1.24 0.16
H -1.12 2.66 -2.82
H 3.14 2.54 -2.12
H 1.19 3.45 -3.39
H 3.32 0.97 0.77
H 4.05 0.49 -0.76
H -2.26 1.31 -0.16
H -2.53 0.93 -1.85
H -1.06 -1.18 -0.09
C 4.00 -2.03 1.02
C 2.69 -1.93 -1.52
H -2.82 -0.91 0.00
C -1.00 -1.70 -2.68
C -2.70 -2.91 -1.47
H 0.75 -1.99 3.09
H -1.30 -2.30 -3.55
H -0.68 -0.71 -3.01
H -0.12 -2.20 -2.22
H -2.93 -3.44 -2.40
H -2.02 -3.54 -0.87
H -3.63 -2.77 -0.90
H 3.70 -1.89 -1.94
H 2.35 -2.97 -1.49
H 2.02 -1.39 -2.19
H 4.96 -1.96 0.49
H 4.12 -1.58 2.02
H 3.77 -3.10 1.17
H 0.28 -2.39 2.63
Cl -2.29 -1.14 2.63
C -2.13 0.63 2.89
C -1.14 1.27 2.20
C -0.73 2.56 2.41
Cl 0.74 3.12 1.65
C -1.49 3.35 3.29
Cl -1.06 5.00 3.51
C -2.58 2.74 3.98
Cl -3.48 3.68 5.09
C -2.91 1.37 3.79
Cl -4.21 0.60 4.62
```


[2]
Formula: C19H23Cl2GdNS
Source: the Open Molecules 2025 dataset
Level of theory: ωB97M-V with the def2-TZVPD basis set

Properties
Net charge: -1
Multiplicity: 8
Expectation value of S²: 16.1660
Energy relative to the best compared isomer or geometry (same formula, charge and spin): 19.5 kcal/mol

Geometry as XYZ:
```
47
C19H23Cl2GdNS | the Open Molecules 2025 dataset | ωB97M-V with the def2-TZVPD basis set
Gd -0.03 2.47 0.81
Cl 2.31 1.78 1.68
Cl -2.09 2.22 -0.77
C -0.93 3.72 2.41
H -1.76 4.37 2.03
H -0.25 4.52 2.73
C 0.88 2.78 -2.35
C 0.79 3.54 -1.32
H -0.09 2.33 -2.67
C 2.01 4.03 -0.58
H -0.18 3.94 -0.96
C 3.14 4.40 -1.57
H 1.81 4.80 0.19
H 2.39 3.08 -0.11
C 3.38 3.21 -2.52
H 2.79 5.30 -2.13
H 4.04 4.56 -0.97
C 2.12 2.42 -3.06
H 3.94 3.60 -3.38
H 3.97 2.43 -2.02
H 2.05 2.60 -4.13
H 2.29 1.36 -2.86
N -0.04 -0.22 0.27
S -0.04 -1.56 1.11
C -1.66 -1.72 1.85
C -2.74 -1.02 1.32
C -4.02 -1.21 1.86
C -4.20 -2.02 2.98
C -3.10 -2.69 3.54
C -1.83 -2.56 2.97
C 0.02 -3.14 0.16
C -1.01 -4.09 0.17
C -0.87 -5.32 -0.50
C 0.30 -5.60 -1.20
C 1.35 -4.67 -1.21
C 1.21 -3.45 -0.52
H -0.24 -0.49 -0.70
H -2.57 -0.33 0.50
H -4.87 -0.70 1.40
H -5.19 -2.14 3.42
H -3.23 -3.32 4.43
H -0.98 -3.09 3.38
H -1.93 -3.90 0.73
H -1.68 -6.05 -0.47
H 0.41 -6.55 -1.73
H 2.27 -4.89 -1.74
H 2.04 -2.74 -0.49
```


[3]
Formula: C19H23Cl2NO2
Source: the Open Molecules 2025 dataset
Level of theory: ωB97M-V with the def2-TZVPD basis set

Properties
Net charge: 0
Total energy: -50687.628 eV

Geometry as XYZ:
```
47
C19H23Cl2NO2 | the Open Molecules 2025 dataset | ωB97M-V with the def2-TZVPD basis set
C -6.49 -2.41 0.75
C -5.03 -2.96 0.19
O -4.39 -2.01 -0.76
C -3.89 -0.99 -0.33
C -3.74 -0.75 0.87
C -3.15 0.51 1.38
C -2.68 1.28 0.49
C -2.81 1.06 -1.12
C -3.50 -0.10 -1.40
H -3.56 -0.47 -2.34
H -2.50 1.88 -1.78
N -2.03 2.69 0.58
C -0.79 3.00 0.04
O -0.43 4.35 0.59
C -0.07 2.39 -1.02
C 0.25 0.94 -0.53
C 1.41 1.87 -0.58
C 2.08 2.27 0.73
H 1.55 2.32 1.44
H 2.46 3.39 0.78
C 3.25 1.33 0.70
C 2.67 0.03 0.73
C 3.60 -1.12 0.17
C 2.57 -0.56 -0.66
C 1.32 -1.06 -1.51
H 0.96 -1.76 -0.45
H 1.49 -2.11 -2.09
C 0.40 0.05 -1.75
H -0.71 -0.57 -1.76
H 0.74 0.28 -2.59
H 3.12 0.08 -1.66
Cl 3.24 -2.84 0.68
Cl 5.35 -0.99 -0.18
H 1.98 -0.48 1.25
H 3.71 1.36 1.78
H 4.10 1.77 0.09
H 2.04 2.11 -1.68
H 0.02 0.61 0.58
H -0.30 2.77 -1.89
H -2.42 3.22 1.58
H -2.89 0.80 2.52
H -4.28 -1.11 2.08
H -5.43 -3.93 -0.33
H -4.58 -3.30 1.08
H -7.11 -3.07 1.25
H -6.26 -1.53 1.18
H -7.10 -2.36 -0.15
```


[4]
Formula: C19H23Cl5N6O4Pm
Source: the Open Molecules 2025 dataset
Level of theory: ωB97M-V with the def2-TZVPD basis set

Properties
Net charge: +1
Multiplicity: 5
Expectation value of S²: 6.0046
Energy relative to the best compared isomer or geometry (same formula, charge and spin): 3.2 kcal/mol

Geometry as XYZ:
```
58
C19H23Cl5N6O4Pm | the Open Molecules 2025 dataset | ωB97M-V with the def2-TZVPD basis set
Pm 0.50 0.01 0.36
N 0.63 2.51 1.30
C 2.07 2.81 1.48
C 2.78 2.69 0.14
N 2.70 1.32 -0.43
C 3.92 0.51 -0.24
C 3.96 -0.14 1.12
N 2.77 -0.99 1.30
H 0.18 2.44 2.20
H 0.18 3.27 0.80
H 2.24 3.81 1.88
H 2.46 2.10 2.20
H 2.31 3.37 -0.57
H 3.82 3.01 0.24
H 2.54 1.40 -1.43
H 3.91 -0.26 -1.02
H 4.81 1.12 -0.40
H 4.89 -0.71 1.21
H 3.98 0.60 1.91
H 2.93 -1.90 0.87
H 2.60 -1.17 2.28
C -3.10 -1.84 -0.92
C -2.75 -1.70 0.52
N -1.67 -1.10 1.00
C -1.72 -1.24 2.37
C -2.85 -1.91 2.73
N -3.48 -2.19 1.54
C -3.52 -2.36 3.98
O -2.91 -2.13 5.12
O -4.58 -2.92 3.88
C -0.63 -0.71 3.23
O -0.66 -0.87 4.44
O 0.31 -0.09 2.57
H -2.31 -1.40 -1.52
H -4.04 -1.35 -1.15
H -3.19 -2.89 -1.19
H -4.36 -2.69 1.51
H -2.05 -1.66 4.96
Cl 0.69 -3.26 0.14
C 0.98 -2.68 -1.51
C 0.87 -1.31 -1.71
C 1.08 -0.88 -3.01
Cl 0.96 0.85 -3.37
C 1.39 -1.74 -4.06
Cl 1.65 -1.16 -5.65
C 1.48 -3.13 -3.79
Cl 1.86 -4.22 -5.05
C 1.27 -3.61 -2.50
Cl 1.36 -5.29 -2.14
C -3.17 4.30 -1.67
C -3.14 2.82 -2.06
C -2.08 2.06 -1.36
N -1.26 1.47 -0.82
H -3.94 4.80 -2.26
H -2.22 4.78 -1.88
H -3.41 4.42 -0.62
H -2.97 2.68 -3.13
H -4.08 2.32 -1.81
```


[5]
Formula: C19H23ClN6O3S
Source: the Open Molecules 2025 dataset
Level of theory: ωB97M-V with the def2-TZVPD basis set

Properties
SMILES: CC(=O)NCCNc1cc(Cl)nn2c(-c3cccc(S(=O)(=O)N(C)C)c3)c(C)nc12
Net charge: 0
Total energy: -58517.471 eV

Geometry as XYZ:
```
53
C19H23ClN6O3S | the Open Molecules 2025 dataset | ωB97M-V with the def2-TZVPD basis set
C 4.23 -6.67 3.99
C 3.48 -6.14 2.79
O 3.71 -6.46 1.65
N 2.49 -5.27 3.11
C 1.72 -4.60 2.09
C 2.53 -3.45 1.46
N 1.83 -2.78 0.40
C 1.10 -1.66 0.51
C 0.84 -0.95 1.68
C 0.11 0.24 1.59
Cl -0.22 1.13 3.02
N -0.37 0.77 0.49
N -0.13 0.08 -0.62
C -0.52 0.39 -1.89
C -1.19 1.63 -2.24
C -2.09 1.71 -3.30
C -2.70 2.91 -3.63
C -2.42 4.05 -2.89
C -1.53 3.97 -1.84
S -1.23 5.40 -0.80
O 0.09 5.32 -0.25
O -1.62 6.58 -1.51
N -2.31 5.21 0.47
C -3.69 5.34 0.09
C -2.01 4.12 1.36
C -0.91 2.79 -1.51
C -0.06 -0.68 -2.68
C -0.18 -0.87 -4.14
N 0.59 -1.58 -1.92
C 0.54 -1.12 -0.68
H 4.67 -5.85 4.56
H 5.03 -7.33 3.65
H 3.56 -7.23 4.64
H 2.40 -4.94 4.06
H 0.79 -4.22 2.51
H 1.50 -5.33 1.31
H 2.80 -2.72 2.22
H 3.45 -3.87 1.05
H 1.85 -3.19 -0.52
H 1.19 -1.27 2.64
H -2.33 0.82 -3.87
H -3.39 2.96 -4.45
H -2.88 5.01 -3.12
H -4.09 4.42 -0.37
H -3.76 6.16 -0.62
H -4.29 5.58 0.97
H -2.31 3.15 0.95
H -0.93 4.12 1.52
H -2.52 4.28 2.31
H -0.20 2.78 -0.70
H -1.16 -1.29 -4.40
H 0.58 -1.57 -4.47
H -0.06 0.08 -4.67
```


| no. | maximum force (eV Å⁻¹) |
| --- | --- |
| 1 | 2.5 |
| 2 | 4.6 |
| 3 | 15.8 |
| 4 | 1.2 |
| 5 | 1.2 |